Below is C35H67Br20F5N2O3 as an isolated structure, with properties calculated with wB97M-V/def2-TZVPD.

XYZ file:
```
132
Properties=species:S:1:pos:R:3:lowdin_charge:R:1
C -8.6591 0.8233 -3.8279 -0.6991
F -0.5269 0.8909 -5.4208 0.0522
H 0.0702 -2.0114 1.7356 0.0865
H -7.3674 -0.8435 -4.3914 0.0532
C 5.0747 -5.2897 6.9951 -0.7356
H 3.6889 6.6837 1.5594 0.0557
H -1.4529 2.4763 0.1459 -0.0259
Br -3.8694 5.5513 -3.6981 0.6010
H 1.8142 1.2193 6.0184 0.0628
Br -3.2452 2.9810 -5.9397 0.5883
C -0.4367 -2.6383 2.5473 -0.1827
H -3.3318 -2.7051 -1.6616 0.1144
H -7.1286 -6.7525 3.6031 0.0566
Br 7.4111 -4.6175 9.8523 0.6634
Br 2.9150 6.3341 -5.4902 0.6251
H 0.5582 8.1651 -3.9021 0.0364
F 2.5397 1.2275 -4.7493 0.1117
H 0.5570 -4.2712 3.7927 0.1060
C 3.0241 -0.8549 1.9459 -0.2651
C 1.7996 0.1178 -5.1890 -0.2957
H 5.3537 -4.0764 5.2025 0.0502
Br -1.9816 7.9894 -1.0322 0.6743
H -4.2343 1.6314 -9.3919 0.0581
C 3.8811 1.4682 6.5556 -0.6912
H -0.0045 1.3502 0.0091 0.0666
Br 3.0331 0.4207 4.0226 0.9231
H -8.6681 1.6617 -3.1315 0.0498
H -7.1812 -6.9506 1.8371 0.0516
C 9.1109 -5.4906 9.4701 -0.6808
H 10.5625 -5.5834 7.8862 0.0583
H -1.4968 -1.2138 -2.0848 0.0958
C 0.6318 -3.1343 3.6692 -0.1500
H -5.6638 6.2056 -2.1328 0.0609
C 1.0623 -0.5857 -2.3694 -0.3693
H 2.3673 3.9189 -5.7976 0.0426
C -1.2506 -2.0211 -1.3195 -0.1579
C -1.2879 8.3610 -2.8154 -0.6748
H 4.9637 -6.3380 7.2721 0.0533
H -1.2641 -2.0067 3.0199 0.1137
Br 3.3664 -4.4206 7.3551 0.5911
H -3.0798 -5.1168 -0.7421 0.0927
H -4.9023 5.2668 -0.0144 0.0624
H 0.5557 7.2853 -2.3568 0.0243
C 2.0139 4.8131 -6.3112 -0.6821
C -0.4863 2.2709 -0.4654 -0.1334
H 0.5374 2.2072 -3.5561 0.0431
O 1.8782 -0.0529 -1.5669 0.0992
F -0.1575 -1.2954 -4.9338 0.0768
C -7.3190 0.1368 -3.9176 -0.7077
H 0.4792 -2.6015 4.6687 0.1100
Br -4.4274 -7.6138 1.0185 0.6093
Br 3.0827 2.9353 2.2300 0.6312
H -2.6581 -2.6352 1.0132 0.1065
H 8.9992 -6.5382 9.7494 0.0534
H -4.5303 -6.9706 3.4270 0.0519
H -8.9797 1.1701 -4.8117 0.0553
H 0.2328 -3.6741 -1.5034 0.1324
H 4.8958 4.3833 1.3002 0.0514
H 0.0283 4.2494 -6.9181 0.0540
C 3.1813 5.7215 1.4711 -0.6905
C 2.1428 -2.7792 3.1529 -0.1940
H -2.0341 -3.6311 -2.6540 0.1223
H -6.6029 0.7605 -4.4557 0.0308
H -3.2395 -4.2907 1.5323 0.0656
O 1.0677 -1.9960 -2.4249 -0.0410
N 0.1448 0.2452 -3.1808 0.0094
H 2.2214 5.7740 1.9845 0.0524
Br 4.5031 -6.2712 4.3642 0.5923
C 0.2095 8.1838 -2.8681 -0.7173
H -4.6213 3.1431 -8.5398 0.0520
H 0.1813 5.9781 -6.5307 0.0563
H 4.0167 -0.3958 2.2818 0.0264
H 5.7815 -4.8127 7.6733 -0.0372
Br -10.0507 -0.4122 -3.2477 0.5984
O 2.2347 -1.3214 3.0935 -0.5627
H 0.7561 -2.3725 -0.3111 0.1162
Br -3.4591 3.3947 -0.7306 0.7846
H 9.3746 -4.2777 7.6735 0.0573
H 9.8295 -5.0152 10.1396 0.0587
H -3.4341 5.8892 -0.8023 -0.0570
H -1.7834 7.6402 -3.4685 0.0005
C -2.2458 -4.3621 -0.4857 -0.2099
H 3.2602 -1.6711 1.1866 0.1063
H -0.1344 -4.3459 1.1225 0.1072
H 2.6384 -0.3171 6.3729 0.0544
C 5.4991 -5.0955 5.5615 -0.7174
H 3.6106 1.7988 7.5607 0.0534
Br 5.4751 0.3706 6.7941 0.5846
H 4.4615 4.8487 2.9613 0.0555
H 6.5457 -5.3774 5.4278 -0.0300
H -3.1051 0.8182 -7.1778 0.0536
Br 8.5077 -6.4642 6.8375 0.6963
Br 2.8019 5.5294 -0.4298 0.6039
C -5.2662 -7.4315 2.7684 -0.6943
H -1.2614 -4.9274 -0.6085 0.0935
C -3.1869 1.8482 -7.5252 -0.6847
C -2.3037 -3.2243 -1.6054 -0.1949
C 0.3021 0.0331 -4.6258 -0.2674
C 0.2698 -2.5306 -1.3418 -0.1549
H -1.6491 1.1147 -1.9608 0.1097
H 4.1777 2.3323 5.9619 0.0461
H 2.3665 4.7971 -7.3437 0.0611
C 2.7573 0.6752 5.9362 -0.5943
C -0.8870 1.9689 -2.0152 -0.2637
H 2.8960 -3.1731 3.9252 0.1081
Br -0.1811 4.5995 -4.4833 0.6706
H -5.6717 4.4440 -2.3732 0.0528
N 0.3385 1.5648 -2.7789 -0.0308
H -1.4368 -1.5618 -0.2772 0.1042
C 9.5193 -5.2974 8.0298 -0.6660
H -1.4054 2.9040 -2.4103 0.0282
Br 1.1307 9.6941 -2.0492 0.6000
C -2.3771 -3.7532 0.9971 -0.1894
H -1.1378 -4.7875 2.5924 0.1031
H 2.2492 -3.3121 2.1486 0.1187
H -5.4554 -8.4534 3.1006 0.0566
H -2.2659 2.1270 -8.0401 0.0568
C 0.5150 4.9754 -6.2641 -0.6501
C 4.0675 4.6064 1.9729 -0.6757
Br -6.2185 -4.7442 2.4921 0.6128
H 0.1921 3.1873 -0.4095 0.0657
C -4.2502 5.1702 -0.8844 -0.6707
C -4.3843 2.0870 -8.4118 -0.6914
F 1.6854 0.2663 -6.6140 0.0629
F 2.5401 -1.0875 -5.0202 0.1081
H 2.4258 -0.0429 1.3845 0.0751
Br -6.5371 -0.1238 -2.1515 0.5937
C -5.0430 5.3085 -2.1604 -0.6539
C -6.5562 -6.6542 2.6793 -0.6959
C -0.9964 -3.9738 1.7954 -0.1990
Br -5.9808 1.2294 -7.6940 0.6074
H -1.6133 9.3670 -3.0797 0.0553
```

Calculated total energy (hartree): -53688.3612
Largest force on an atom (eV/A): 7.55
HOMO level (eV): -7.350
Spin multiplicity: 1
Frontier orbital gap (eV): 7.47


Below is C35H67Cl6F7InN9O12S2 as an isolated structure, with properties calculated with wB97M-V/def2-TZVPD.

XYZ file:
```
139
Properties=species:S:1:pos:R:3:lowdin_charge:R:1
O -1.9234 3.5527 -0.7621 -0.0715
H -4.4202 2.6267 -1.9689 0.1011
O 1.2712 0.1496 -1.4537 -0.3285
H 5.2565 3.0235 4.2472 0.0938
H -1.9180 -2.5384 4.6465 0.0350
H 7.5298 -4.6993 1.2854 0.0931
C -3.0776 3.1914 -0.4819 -0.5231
N -5.1408 -4.7130 0.9052 0.0237
C 7.0257 -5.2879 0.5189 -0.0413
H -0.7390 -3.8486 1.5350 0.0190
H -2.7536 1.6040 -6.5783 0.0967
C -3.7649 2.0940 -1.2797 0.0128
O -0.4832 2.0576 -3.4210 -0.0512
C -3.7133 -0.4175 3.6546 -0.5225
N 2.9716 1.2466 -5.8079 0.0253
H -5.2511 -4.1440 -5.1186 0.1232
C -4.1350 -2.4695 -4.3293 -0.2767
Cl -0.2167 -4.5133 3.7549 0.5916
H 7.5204 -5.1847 -0.4469 0.0898
H -6.5623 -4.4341 -3.1194 0.1111
H 4.7979 6.0303 2.5615 0.0874
H -3.1079 -0.9907 -3.2627 0.0881
H -4.2718 1.3271 -0.6940 0.0694
N -2.3357 1.8143 -4.4847 0.0448
H 2.3689 2.2904 -7.6337 0.0960
H 5.6930 2.3294 -2.7157 0.0827
H -3.5513 4.8466 2.3744 0.0863
H 5.1000 -5.7335 -0.0749 0.1472
H -2.4947 -5.4302 -0.4121 0.0628
H -3.8247 5.8491 0.9787 0.0870
C -3.9854 -4.1980 0.5486 -0.5473
C -5.1041 -3.4554 -4.2997 0.0058
C 4.9331 -4.0311 0.9613 -0.5045
H -1.0560 -0.1357 4.9266 -0.0138
H 3.5748 -0.0564 -2.7564 0.0703
C -0.3718 -0.0208 5.7672 -0.9871
H 2.8929 -3.6977 1.7319 0.0884
H 0.5369 -0.3791 5.2833 0.0338
C 4.5926 0.0080 0.6135 -0.0299
C -3.3314 -4.7892 -0.6899 0.0183
C -3.9366 -1.6813 -3.2096 -0.0261
N 5.6049 -5.0414 0.4601 0.0093
H 0.3235 0.2869 -5.4831 0.0751
C 5.6906 2.7982 -1.7317 0.0336
S 0.6792 -0.0953 -0.1335 0.7089
N 5.3388 0.9202 -0.2076 0.0730
H -4.5763 -1.0653 -1.2682 0.0920
C 3.8473 0.0375 -3.8077 0.0267
C 3.0991 1.1878 -4.4598 -0.4904
C 2.3609 4.7240 5.2910 -1.0122
H -2.9635 -4.0389 -1.3898 0.0722
O 1.3208 -1.0656 0.7458 -0.2738
H -4.7405 3.3976 0.6547 0.1401
F -1.9906 -0.3076 0.2708 0.1390
H -3.5772 1.2043 2.2779 0.0595
O 5.5491 -3.1062 1.5828 0.0060
H 7.0204 -6.3404 0.8023 0.0934
H 4.9157 0.2502 -3.8431 0.0872
Cl -0.1596 -6.0594 1.2835 0.5345
H -4.0605 -5.3330 -1.2905 0.0769
O -0.3823 0.2544 2.4537 -0.2645
C 5.4250 3.2833 3.2021 -0.0223
H 5.1740 -0.0909 1.5302 0.1031
H 3.0292 0.3576 -6.2837 0.1385
H 5.9447 4.2398 3.2587 0.0863
F -0.0449 3.9511 1.7355 0.0807
H -6.4653 -3.4506 1.8441 0.0960
F -1.7348 2.7906 2.5556 0.1515
H -4.0911 1.9547 -5.5649 0.0897
C 3.4352 -3.9712 0.8269 0.0088
O 1.8625 1.3862 2.3455 -0.2762
H -1.3024 -0.5082 -5.2383 0.0759
H 6.7320 2.8528 -1.4145 0.0934
O -3.3952 -3.2837 1.1380 -0.0198
H 2.9733 -4.9074 0.5134 0.0714
H 3.7157 2.4585 2.2952 0.1084
H 6.1148 2.5675 2.7549 0.0905
C -3.0062 -2.5735 4.5944 -0.0484
C 4.8030 1.9451 -0.8735 -0.5173
C -5.8511 -3.6214 -3.1298 -0.0684
N 4.2109 3.3351 2.3756 0.1004
O 3.6038 2.1902 -0.7770 -0.0168
H 4.5625 -0.9916 0.1798 0.0882
H -5.1533 -4.1291 2.8875 0.0732
H -5.2188 0.7650 2.5660 0.0937
H 6.3151 0.6696 -0.2716 0.1628
In 1.0432 3.6587 -1.4659 1.2909
H -6.4105 -5.2094 2.4316 0.0990
H -3.5691 0.3555 -5.5086 0.0674
H -3.2561 -3.6343 4.5736 0.0849
C 3.7350 4.3678 1.6718 -0.5185
H -4.1898 -0.2358 1.5003 0.0579
H -2.2635 5.0892 1.2478 0.0660
C -5.8676 -4.3286 2.0887 -0.0339
F -1.1870 -2.0184 -0.7543 0.1845
H -2.6948 2.4335 -3.7722 0.1254
Cl 3.8276 5.6372 5.8063 0.5130
C -1.1155 -0.7195 -0.6315 -0.6673
H 3.7642 6.4087 1.2549 0.1045
F 0.0339 3.1008 3.7830 0.0627
C -0.4125 2.9221 2.5338 -0.6040
C -0.8918 -4.7187 2.1735 -1.0673
C -3.1738 1.3671 -5.6008 -0.0465
C -4.7186 -1.7870 -2.0590 -0.0730
N -3.6374 -1.7510 3.5473 0.0899
O 2.7280 2.1193 -3.7119 -0.0229
F -3.3430 -2.3400 -5.4112 0.0625
C -0.5483 0.1703 -4.8394 0.0336
C -3.3401 4.9300 1.3083 -0.0338
H 2.7735 3.2339 -6.3001 0.0919
Cl -0.8221 -1.0925 7.1710 0.5092
C 4.4486 5.6368 1.6069 0.0208
H -3.6742 -2.1054 2.6022 0.0731
H 3.6742 -0.8386 -4.4326 0.0884
H -0.1177 -0.4473 -4.0512 0.0870
Cl -0.2033 1.6515 6.3191 0.5710
H -5.6010 -5.3616 0.2827 0.1483
O -3.4118 0.1835 4.6510 0.1159
H 5.3190 5.5558 0.9558 0.1059
N -3.8300 3.7899 0.4620 0.0488
C 2.2669 2.3013 -6.5485 -0.0384
N 0.3226 1.5252 0.3713 -0.2549
C -1.0860 1.4281 -4.2530 -0.5783
C -4.2249 0.3401 2.4251 0.0246
H 3.5820 0.3453 0.8437 0.0599
S 0.4570 1.3364 1.8795 0.5765
H 5.3149 3.7944 -1.9654 0.0983
H 3.1543 -3.1449 0.1739 0.0695
H -6.4126 -2.8899 -1.2446 0.1036
Cl 1.1322 5.8370 4.7195 0.5477
H 1.9039 4.1337 6.0852 0.0214
H -1.9459 -4.9682 2.2952 0.0123
H -3.3736 -2.1507 5.5294 0.0882
O 2.6448 4.2180 1.0943 -0.0371
C -5.6973 -2.7595 -2.0432 -0.1022
H 1.2233 2.2955 -6.2340 0.0748
F -1.4048 -0.2285 -1.7941 0.1576
H -2.9921 1.5298 -1.8018 0.0503
H 2.5352 4.0137 4.4828 0.0001
```

Calculated total energy (hartree): -7215.5606
Largest force on an atom (eV/A): 6.77
HOMO level (eV): -12.992
Spin multiplicity: 1
Total charge: +2
Frontier orbital gap (eV): 1.79


Below is a 7-piece molecular cluster, C35H67FNO10S overall, with properties calculated with wB97M-V/def2-TZVPD.

XYZ file:
```
115
Properties=species:S:1:pos:R:3:mulliken_spin:R:1
H 7.2112 -1.6518 4.3764 0.0000
C -5.8367 -3.3870 -1.0698 0.0000
H -7.1532 -3.6917 0.6326 0.0000
O -3.5673 -3.3542 4.1356 -0.0002
C -5.6400 -2.5935 4.9933 0.0000
H -4.2950 -0.9699 5.4624 -0.0001
C 0.7900 -1.9183 2.4483 0.0054
H 0.5942 4.6430 -2.2477 0.0000
C -0.8085 3.6836 -3.6391 0.0000
H -1.6164 2.9342 -8.2684 0.0000
C 6.6063 -2.1269 3.6058 -0.0005
H 2.3794 -0.4526 0.2543 -0.0107
H 6.6767 -0.2862 2.4533 -0.0001
C 6.4930 -3.0744 1.4448 -0.0001
H 1.7254 -3.7247 1.7956 -0.0007
O 1.0278 2.6513 -2.5650 0.0000
H -1.8096 4.0690 -3.4534 0.0000
C -1.2120 3.8944 -7.9466 0.0000
C -0.2795 0.4526 0.9633 -0.0032
H -5.8022 -2.3248 -0.8409 0.0000
C -1.8526 0.4048 3.5500 0.0033
H -4.7153 -1.9357 6.8818 0.0000
H -1.0255 2.0243 -5.0629 0.0000
C 0.6782 -2.6633 3.7980 0.0170
C -0.5932 -2.0159 1.7674 0.0196
H -3.0551 0.4055 1.7812 0.0004
O -2.5540 0.5538 4.5296 0.0022
C 1.1393 1.8833 2.4871 0.0049
H -0.5084 -2.6969 0.9264 -0.0024
H 7.5472 1.5490 -0.3374 0.0000
C -6.8117 -3.7491 -2.1879 0.0000
H -0.1504 3.7618 -7.7088 0.0000
C 1.0590 0.5129 1.7432 0.0256
C 6.8305 3.6036 0.0195 0.0000
H -5.3546 -3.8984 3.2580 0.0000
H 0.9050 1.7401 3.5383 0.0073
H 5.0720 4.7781 0.5966 0.0000
C -1.2553 -0.6952 1.3217 -0.0150
H 5.7559 -3.8800 1.5362 0.0000
H 2.1545 2.2665 2.4583 -0.0017
H -3.3398 5.7591 -7.0288 0.0000
H -2.3789 -2.3906 5.5232 0.0002
H -0.8169 0.7714 3.5634 -0.0051
C -4.9039 -3.0303 3.7349 0.0000
H 5.3442 1.2565 0.6193 -0.0018
C 5.3729 1.7804 -0.3424 0.0013
C -2.2566 5.6944 -6.8799 0.0000
H -7.7390 -3.1817 -2.0758 0.0000
O 2.3180 -0.4734 3.3820 0.5233
H 5.0398 -0.7274 2.9826 0.0049
C -4.5089 -1.9808 5.8136 0.0001
S -2.1009 -1.1403 -0.2247 -0.0009
H 4.9522 1.1209 -1.1019 0.0001
H 7.5873 4.2768 -0.3806 0.0000
H 0.1551 -3.6041 3.6787 0.0005
C 5.9952 -1.1252 2.6371 0.0037
H 1.6877 -2.5039 0.5381 -0.0007
N 1.1903 -0.5366 2.7797 0.3538
H -1.2897 -2.4765 2.4632 0.0005
H 1.3311 2.0248 -4.5063 0.0000
H -2.3554 4.8522 -9.5071 0.0000
H 5.3215 4.6416 -1.1543 0.0000
H 7.0225 3.4702 1.0867 0.0000
C -1.4129 4.9988 -8.9750 0.0000
O 4.5705 2.9596 -0.2349 0.0003
H 3.1245 0.8700 1.2333 -0.0093
H -6.4560 -1.9043 4.7819 0.0000
H -6.0523 -3.4615 5.5130 0.0000
C -1.5004 6.2357 -8.0852 0.0000
H -1.4771 1.6459 -3.3961 0.0000
H 7.6210 -4.0084 3.0691 0.0000
C -6.3689 -4.2251 0.0814 0.0000
C 2.2267 0.4976 0.7568 0.0545
H -0.5204 3.4857 -1.4946 0.0000
O 5.7980 -1.8253 1.4030 0.0009
C 6.7822 2.2457 -0.6768 0.0001
H 6.8911 2.3735 -1.7562 0.0000
H 0.7501 0.7761 -3.3859 0.0000
H -6.3128 -5.8534 -2.4071 0.0000
H -2.0037 7.0799 -8.5535 0.0000
O -1.8949 4.3163 -6.7632 0.0000
C 0.0697 3.6981 -2.3950 0.0000
H 5.8195 -2.7038 4.0969 -0.0001
O -6.9428 -5.3984 -0.5010 0.0000
H -0.6106 5.0414 -9.7097 0.0000
C -7.0630 -5.2256 -1.9139 0.0000
C 1.8392 -2.6592 1.6033 0.0430
H -0.4989 6.5563 -7.7900 0.0000
C -2.3652 -0.2640 2.2975 0.0067
C 0.6526 1.8252 -3.6691 0.0000
H 7.0383 -3.2102 0.5102 0.0000
H -8.0527 -5.5565 -2.2314 0.0000
O -1.1834 -1.6356 -1.1988 0.0002
H -5.5899 -4.5192 0.7837 0.0000
O -3.2678 -1.9187 0.0437 0.0003
H 2.8526 -2.3941 1.8916 -0.0135
H 8.3520 -2.5437 2.4043 0.0000
H -0.8383 1.3807 1.0336 -0.0009
H -0.3580 4.2807 -4.4342 0.0000
H -4.8597 -2.2165 3.0009 0.0001
H -2.0041 6.2094 -5.9520 0.0000
H -4.8280 -3.7082 -1.3312 0.0000
C 7.4042 -3.0219 2.6623 0.0001
F -2.6001 0.2511 -0.7617 0.0000
H -6.4206 -3.5667 -3.1878 0.0000
H 0.4961 2.6276 2.0325 -0.0027
H -2.9509 -1.1336 2.5906 -0.0023
C -3.3439 -2.8983 5.4749 0.0002
H 1.9867 1.2244 -0.0212 -0.0020
H -3.3117 -3.7690 6.1388 0.0000
C -0.7770 2.2086 -4.0192 0.0000
H 1.6773 -2.8056 4.1995 -0.0023
H -0.0267 0.3407 -0.0899 -0.0014
C 5.4117 4.1133 -0.1987 0.0001
H 0.1517 -2.0148 4.4987 -0.0025
```

Relative energy (zero: lowest compared OMol25 entry of this formula, charge and spin) (kJ/mol): 0.0
Calculated total energy (hartree): -2678.8293
Largest force on an atom (eV/A): 1.55
HOMO level (spin up / spin down) (eV): -8.694 / -9.194
Spin multiplicity: 2
<S²>: 0.75
Frontier orbital gap (spin up / spin down) (eV): 9.27 / 9.10